(1)
A structure of composition C37H70Br28GaIN at a distorted geometry. Source: OMol25; level of theory: wB97M-V/def2-TZVPD.

The spin multiplicity is 1. As for the charge: -1. The gap between HOMO and LUMO comes out at 5.9 eV.

The geometry in XYZ format:
```
138
Properties=species:S:1:pos:R:3:forces:R:3
C 3.1412 -3.7695 -0.4263 0.905 0.471 -0.373
C 3.6686 -2.3507 -0.1585 -1.339 -0.051 0.546
C 2.5816 -1.5519 0.6330 0.916 0.447 -0.831
I 1.8189 -2.6253 2.3612 0.284 0.205 0.091
Ga 1.1491 -0.8844 -0.6949 -0.433 0.432 -0.228
C 0.7427 1.1115 -0.4515 -0.173 -0.863 0.478
C -0.6376 -1.8917 -0.6724 1.041 0.302 -0.271
C -1.3878 -2.1019 0.4605 0.397 0.373 0.665
C -2.5950 -2.7511 0.3834 -0.061 0.313 1.238
C -3.0152 -3.1747 -0.8299 -1.352 -0.923 -0.794
N -2.3427 -3.0311 -1.9620 -0.031 -0.088 -0.131
C -1.1876 -2.3844 -1.8496 0.667 -0.205 -0.503
H 3.3083 -4.3844 0.4561 -0.195 -0.211 -0.105
H 2.0815 -3.7135 -0.6732 -0.052 -0.138 0.080
H 3.6664 -4.1891 -1.2908 -0.025 -0.233 0.103
H 3.7637 -1.8283 -1.1131 0.052 0.062 -0.008
H 4.6532 -2.3300 0.3211 -0.037 -0.243 0.148
H 3.0793 -0.6521 1.0284 -0.358 -0.303 0.282
H 1.7617 -1.1143 -2.1569 0.104 0.115 0.120
H 0.6580 1.3132 0.6221 0.104 0.249 -0.036
H 1.4885 1.7552 -0.9117 -0.033 0.129 0.010
H -0.2501 1.2698 -0.8805 0.088 0.205 -0.164
H -1.0029 -1.7462 1.4086 -0.156 -0.037 0.152
H -3.2102 -2.9081 1.2570 -0.093 -0.039 0.132
H -3.9833 -3.6749 -0.8859 0.087 -0.038 -0.206
H -0.6356 -2.2548 -2.7886 -0.357 0.066 0.344
Br 1.4182 -3.2312 -3.8227 0.272 -0.254 -0.457
C 2.5562 -3.5975 -5.3536 -0.332 -0.241 0.248
C 3.9774 -3.8486 -4.9265 0.160 0.169 -0.271
Br 4.8854 -2.1872 -4.4676 0.000 -0.040 0.077
H 2.4585 -2.7547 -6.0323 0.078 0.010 0.012
H 2.1379 -4.4876 -5.8222 0.124 -0.027 -0.045
H 4.5561 -4.2713 -5.7453 -0.025 -0.011 0.000
H 4.0527 -4.4983 -4.0615 -0.062 0.020 0.012
Br 2.5395 4.9223 -0.3142 0.049 -0.033 -0.090
C 3.1237 5.5310 -2.0650 -0.067 0.173 0.248
C 2.0749 5.2938 -3.1190 0.102 -0.155 -0.303
Br 2.0163 3.4277 -3.6540 -0.123 0.004 0.012
H 4.0571 5.0214 -2.2836 -0.036 -0.027 -0.067
H 3.3136 6.5968 -1.9478 -0.007 0.000 -0.077
H 2.3232 5.8433 -4.0261 0.056 0.040 0.053
H 1.0741 5.5646 -2.7945 0.036 -0.015 0.100
Br -5.7120 -0.3969 2.7709 -0.056 -0.078 0.008
C -6.3253 -1.2554 4.4098 0.236 0.154 -0.034
C -5.1801 -1.6513 5.3056 -0.016 -0.337 -0.040
Br -4.2774 -3.2500 4.6540 0.039 0.047 -0.009
H -6.9335 -2.1026 4.1072 0.006 -0.012 0.043
H -6.9539 -0.5161 4.8935 0.076 0.007 0.094
H -5.5482 -1.9140 6.2957 -0.049 0.051 -0.018
H -4.4239 -0.8815 5.3962 0.011 0.007 -0.036
Br -9.3726 -3.4791 2.5164 -0.047 0.012 0.068
C -10.6200 -1.9942 2.3644 0.131 -0.171 -0.156
C -9.9476 -0.6783 2.6466 -0.044 0.164 0.081
Br -9.6496 -0.4250 4.5523 -0.217 0.057 -0.001
H -11.4416 -2.2016 3.0426 0.011 0.053 0.019
H -10.9801 -2.0240 1.3380 0.022 0.053 0.001
H -10.5835 0.1505 2.3423 -0.022 -0.034 -0.008
H -8.9785 -0.5855 2.1636 0.003 -0.047 0.006
Br -4.7415 1.7967 5.9585 -0.156 0.129 0.081
C -3.5367 2.8591 7.0529 -0.091 0.047 -0.217
C -2.2019 2.1811 7.1906 0.119 -0.004 0.153
Br -2.2776 0.6828 8.4292 -0.022 0.040 -0.003
H -4.0369 3.0251 8.0020 0.081 -0.053 0.043
H -3.4238 3.8087 6.5313 0.065 -0.044 -0.050
H -1.4651 2.8653 7.6057 -0.032 0.016 0.006
H -1.8345 1.7841 6.2493 -0.043 0.046 -0.028
Br -3.1718 4.2365 3.4805 0.111 0.009 0.022
C -4.1598 5.8088 4.0515 0.136 -0.283 -0.270
C -3.2827 7.0266 4.1303 -0.078 0.160 0.163
Br -2.1585 6.9953 5.7214 0.043 -0.023 -0.049
H -4.6245 5.5589 4.9995 -0.028 0.047 -0.004
H -4.9323 5.9427 3.2992 -0.007 0.049 0.024
H -3.8884 7.9266 4.2255 -0.035 -0.040 0.011
H -2.6182 7.1242 3.2771 0.014 -0.073 0.002
Br -0.0130 -2.8107 6.4943 0.049 -0.038 0.053
C -0.6601 -3.7846 8.0474 -0.055 0.106 -0.321
C -1.2372 -2.8580 9.0846 0.074 -0.117 0.234
Br 0.1596 -1.9282 10.0749 -0.062 0.020 -0.036
H 0.1736 -4.3690 8.4238 -0.023 0.018 0.064
H -1.4304 -4.4532 7.6672 -0.037 0.026 0.052
H -1.7941 -3.4183 9.8334 0.021 -0.029 -0.024
H -1.8774 -2.0954 8.6531 0.037 -0.026 -0.079
Br 0.0689 0.1050 -5.3475 -0.025 -0.049 0.052
C -1.7972 -0.0616 -5.8688 0.194 0.249 -0.170
C -2.7142 0.6582 -4.9121 -0.265 -0.134 0.217
Br -2.9342 -0.3519 -3.2695 -0.109 0.363 -0.316
H -2.0087 -1.1246 -5.9376 -0.056 0.014 0.095
H -1.8590 0.3847 -6.8603 -0.042 0.001 0.010
H -3.7120 0.7459 -5.3403 0.048 0.011 -0.081
H -2.3511 1.6446 -4.6383 0.083 -0.012 -0.093
Br 4.1752 -7.3182 -3.1316 -0.009 0.015 -0.073
C 5.1002 -8.3006 -4.5328 -0.114 0.000 0.285
C 6.5676 -7.9675 -4.5723 0.120 -0.043 -0.285
Br 6.8906 -6.2313 -5.3928 0.067 -0.014 0.068
H 4.5929 -8.0738 -5.4653 0.064 0.002 -0.028
H 4.9574 -9.3513 -4.2887 0.063 -0.006 -0.028
H 7.1046 -8.6810 -5.1959 -0.031 -0.009 -0.001
H 7.0218 -7.9374 -3.5870 -0.067 0.013 0.024
Br 8.1431 -0.3073 4.3237 -0.046 -0.032 0.000
C 7.9056 -1.1960 2.6068 0.220 0.010 0.080
C 7.6452 -0.2086 1.5011 -0.286 0.002 -0.166
Br 5.8237 0.4604 1.5534 0.058 0.074 0.033
H 7.0972 -1.9099 2.7307 -0.044 0.053 -0.031
H 8.8377 -1.7295 2.4314 -0.007 0.018 -0.029
H 7.7433 -0.6921 0.5307 0.027 -0.063 0.042
H 8.3025 0.6544 1.5405 0.051 -0.049 0.064
Br -2.6613 7.8113 -1.0605 -0.025 -0.004 0.085
C -1.4746 8.8708 0.0601 -0.041 0.039 -0.282
C -0.1474 8.1900 0.2647 0.125 -0.081 0.297
Br -0.2754 6.7324 1.5386 -0.109 -0.012 0.008
H -2.0010 9.0519 0.9918 0.052 -0.024 0.028
H -1.3436 9.8118 -0.4706 0.038 -0.009 0.015
H 0.5721 8.8849 0.6936 -0.034 0.045 -0.034
H 0.2595 7.7700 -0.6506 -0.051 0.019 -0.027
Br 10.3882 -9.6277 -5.6104 -0.006 -0.049 -0.055
C 10.9503 -8.7835 -7.2722 0.053 0.054 0.229
C 9.8693 -7.9036 -7.8379 -0.082 0.013 -0.197
Br 8.4616 -8.9495 -8.6790 -0.043 0.015 0.083
H 11.2414 -9.5815 -7.9476 -0.042 0.014 -0.025
H 11.8252 -8.1916 -7.0117 -0.032 0.035 -0.013
H 10.2668 -7.2696 -8.6278 0.047 -0.024 0.017
H 9.3910 -7.2837 -7.0845 0.017 -0.026 0.026
Br 3.6474 2.6734 -8.2790 -0.016 0.016 0.074
C 2.6243 4.2410 -7.7551 -0.003 -0.143 -0.192
C 3.4871 5.4756 -7.7153 -0.101 0.087 0.212
Br 4.6088 5.4990 -6.1274 0.108 0.040 -0.033
H 2.1679 4.0131 -6.7952 0.049 0.026 0.024
H 1.8483 4.3439 -8.5110 0.015 0.055 0.005
H 2.8712 6.3702 -7.6460 -0.038 -0.037 -0.007
H 4.1482 5.5586 -8.5719 -0.012 -0.063 -0.006
Br -7.6446 3.7104 3.5654 0.030 0.029 0.095
C -8.9426 4.9294 4.3490 0.050 -0.231 -0.249
C -8.6856 6.3529 3.9298 -0.053 0.112 0.178
Br -7.1672 7.1026 4.8878 -0.122 0.142 0.013
H -8.8933 4.7930 5.4247 -0.004 0.064 0.002
H -9.9121 4.5952 3.9851 -0.012 0.061 -0.002
H -9.5311 6.9891 4.1835 -0.002 -0.034 0.026
H -8.4681 6.4477 2.8707 0.010 -0.067 0.002
```
Positions in Å, forces in eV/Å.

Atom charges from the Löwdin analysis, given in e for atoms 1 to 99: -0.1893, -0.4128, -0.7710, 0.7186, 0.3272, -0.2199, -0.2241, -0.1407, -0.1012, -0.2189, 0.0008, -0.3486, 0.0279, 0.0413, 0.0461, 0.0541, 0.0678, -0.0385, -0.0570, -0.0215, -0.0668, -0.0232, 0.0532, 0.0784, 0.0946, -0.0195, 0.7152, -0.6767, -0.7292, 0.6013, 0.0436, 0.0519, 0.0138, -0.0120, 0.6295, -0.7033, -0.7074, 0.6431, 0.0477, 0.0509, 0.0175, 0.0465, 0.6052, -0.7446, -0.7174, 0.6101, 0.0104, -0.0240, 0.0593, -0.0169, 0.6272, -0.6950, -0.6705, 0.6577, 0.0463, 0.0573, 0.0573, 0.0382, 0.6442, -0.6828, -0.6734, 0.6503, 0.0511, 0.0159, 0.0620, 0.0590, 0.6355, -0.7596, -0.6949, 0.5968, 0.0115, 0.0223, 0.0483, -0.0100, 0.6052, -0.7003, -0.7103, 0.5776, 0.0464, 0.0551, 0.0551, -0.0200, 0.6117, -0.6954, -0.6945, 0.7576, 0.0511, 0.0467, 0.0475, 0.0458, 0.6594, -0.6893, -0.6849, 0.6414, 0.0515, 0.0556, 0.0335, 0.0530, 0.5865


(2)
A structure of composition C7H10BrNTc at a distorted geometry. Source: OMol25; level of theory: wB97M-V/def2-TZVPD.

The spin multiplicity is 4. The energy above the lowest of the compared OMol25 structures with the same formula, charge and spin is 2.0281 eV. The gap between HOMO and LUMO (alpha / beta) comes out at 7.2 / 7.9 eV.

The geometry in XYZ format:
```
20
Properties=species:S:1:pos:R:3:forces:R:3
C 1.4958 -1.2697 -0.8956 -0.773 -1.350 -0.455
C 0.2954 -1.3405 -1.7174 0.383 -1.149 0.640
C -0.7525 -1.9400 -0.9318 0.826 0.247 -0.363
C -0.2273 -2.2541 0.3494 1.836 0.298 -0.298
C 1.1623 -1.8257 0.3961 -1.219 -1.453 -0.926
Tc 0.0900 0.0597 -0.0523 -4.308 -4.676 2.780
N 1.4015 0.9068 0.8734 1.703 2.414 -0.232
C 1.0660 1.8453 -0.5900 0.839 1.795 -0.376
C 0.0037 1.3188 -1.5454 1.197 3.113 -0.781
H -1.7515 -2.1408 -1.2801 -0.066 0.109 0.066
H 0.2217 -1.0517 -2.7545 -0.028 -0.014 0.162
H -0.7537 -2.7323 1.1595 -0.078 0.256 0.038
H 1.8334 -1.9614 1.2275 -0.052 0.192 0.036
H 2.4674 -0.9543 -1.2243 0.133 0.154 0.007
H 0.4456 1.1250 -2.5141 -0.187 -0.344 -0.102
H 0.7648 2.7978 -0.1740 0.237 0.112 0.174
H 1.9281 1.4192 1.5639 -0.308 0.181 -0.119
H -0.7952 2.0468 -1.6296 -0.452 -0.251 0.094
H 2.0400 1.8478 -1.0623 0.215 0.112 0.195
Br -1.5612 0.2994 1.9442 0.103 0.254 -0.540
```
Positions in Å, forces in eV/Å.

For each atom in turn, the Löwdin charge in e is: -0.2267, -0.2042, -0.1646, -0.1861, -0.1889, 1.0973, -0.2286, -0.2988, -0.3113, 0.1081, 0.1058, 0.0985, 0.1085, 0.1112, 0.0526, 0.0833, 0.0443, 0.0606, 0.0812, -0.1422


| no. | total energy (a.u.) |
| --- | --- |
| 1 | -75801.47455 |
| 2 | -2982.14390 |